Below is a 2-piece molecular cluster, C4H6Br2S overall in a non-equilibrium geometry, with properties calculated with wB97M-V/def2-TZVPD.

Results
HOMO-LUMO gap (alpha / beta): 7.5 / 7.9 eV
spin multiplicity: 1
maximum force: 3.21 eV/Å
energy above the lowest of the compared OMol25 structures with the same formula, charge and spin: 118.12 kcal per mole

Last column: Mulliken charge in e.
Positions of all 13 atoms, in Å:
Br -1.99257 -1.23758 -0.76785  -0.077
Br -4.38154 0.64391 0.51838  -0.109
S 1.97490 1.11697 -0.10124  -0.027
C 3.24103 0.28236 -0.87082  -0.682
C -2.85153 0.42973 -0.75117  -0.375
C 0.57778 -0.68072 1.64150  -0.213
C 1.05495 -0.00038 0.67035  -0.035
H 3.67165 0.37267 -1.83141  0.325
H -3.22083 0.60159 -1.76157  0.337
H -2.20165 1.13917 -0.32740  0.216
H 3.33060 -0.70832 -0.46813  0.235
H -0.53560 -0.95506 1.71779  0.152
H 1.33282 -1.00435 2.33158  0.253